(1)
C5H14N2O | ωB97M-V with the def2-TZVPD basis set

Structure (XYZ):
```
22
C5H14N2O (ωB97M-V with the def2-TZVPD basis set)
H 2.49 0.19 -0.30
O 0.89 -1.41 0.10
C -2.03 -2.21 -0.32
H -0.78 1.43 0.80
C -0.15 -0.47 0.01
C 0.11 0.81 0.78
H 0.87 1.51 -1.91
H 0.99 -1.67 1.02
H -2.90 -2.69 0.12
N 2.49 1.10 0.15
H -1.33 -1.45 1.57
H -2.29 -0.30 0.64
H -0.06 2.77 -1.05
H -2.32 -1.82 -1.30
N 1.21 1.69 0.19
C 0.90 2.26 -1.10
H 1.68 2.98 -1.34
H 0.43 0.58 1.80
H -1.25 -2.95 -0.47
H -0.26 -0.27 -1.06
H 2.83 1.00 1.10
C -1.53 -1.08 0.56
```

The HOMO energy is -8.13 eV. The energy above the lowest of the compared OMol25 structures with the same formula, charge and spin is 59.24 kcal per mole. As for the total charge: 0. Its gap between HOMO and LUMO is 9.014 eV.

Mulliken atomic charge list, values in e, 5 entries: atom 1 (H): 0.2788, atom 2 (O): -0.5599, atom 3 (C): -1.2591, atom 4 (H): 0.4334, atom 5 (C): 0.2446

***

(2)
C3H10N2O2Si | ωB97M-V with the def2-TZVPD basis set

Structure (XYZ):
```
18
C3H10N2O2Si (ωB97M-V with the def2-TZVPD basis set)
H -0.89 -1.83 0.40
H -1.09 -1.31 -1.34
H -0.22 2.07 -1.79
O 1.54 -0.16 -1.75
N 1.73 -1.05 1.24
O -0.50 -1.03 -2.05
C 0.45 -0.37 -1.34
Si -1.00 1.86 -0.53
H 0.97 -1.76 1.28
H -0.52 2.85 0.55
C -0.14 0.01 0.02
H -2.47 1.90 -0.47
H 2.46 -1.04 0.46
C 0.94 0.13 1.11
H 0.37 0.30 2.08
N -1.25 -0.86 0.24
H -1.94 -0.68 1.02
H 1.56 0.98 0.87
```

The HOMO energy is -9.21 eV. The energy above the lowest of the compared OMol25 structures with the same formula, charge and spin is 56.00 kcal per mole. As for the total charge: 0. Its gap between HOMO and LUMO is 9.726 eV.

Mulliken atomic charge list, values in e, 5 entries: atom 1 (H): 0.2231, atom 2 (H): 0.4594, atom 3 (H): -0.0591, atom 4 (O): -0.5371, atom 5 (N): -0.5906

***

(3)
C15H27Cl10FO2S2 | ωB97M-V with the def2-TZVPD basis set

Structure (XYZ):
```
57
C15H27Cl10FO2S2 (ωB97M-V with the def2-TZVPD basis set)
H -1.95 -4.03 2.60
S 0.77 1.95 -0.76
H 5.13 -1.32 -1.53
H -0.59 -6.36 -0.72
H -3.78 4.64 1.15
C 2.17 0.89 -4.86
H -0.15 3.83 0.41
H -4.81 5.20 2.63
H -3.01 5.53 2.33
H 6.83 -0.60 3.44
C -2.71 1.12 -2.69
C -2.41 -3.29 0.67
H -3.86 1.16 2.79
H 1.30 0.30 -5.08
C -0.39 3.42 -0.58
H -3.07 -2.46 1.04
H -1.72 1.03 -2.42
C -1.86 -4.19 1.54
C -1.22 -5.29 1.03
H -5.00 2.32 2.34
H 1.36 -3.34 1.66
H -0.75 -5.95 1.75
H -1.41 2.95 -0.55
S -3.05 3.45 3.07
O -1.66 3.52 2.59
O 0.48 1.12 -1.98
H 2.36 0.83 -3.81
H 0.55 -1.77 2.20
H -0.09 1.81 1.50
C -2.15 -3.45 -0.68
Cl 4.44 0.81 -2.09
H -1.57 -4.71 -2.28
C -3.85 4.87 2.21
Cl 3.17 -1.71 -2.91
Cl 2.90 -1.69 2.60
C 0.02 1.12 0.67
Cl 7.10 0.44 1.40
C -1.64 -4.59 -1.22
H 0.61 0.19 0.98
Cl 1.87 2.44 -5.65
H 5.30 -0.90 -3.35
C 4.64 -0.89 -2.45
H -0.35 4.04 -1.44
Cl 3.55 0.11 -5.64
Cl 0.80 -3.29 3.91
C 6.33 0.30 2.92
F -2.47 -2.46 -1.54
H -3.04 0.71 -3.64
Cl -3.54 0.29 -1.39
Cl 6.58 1.79 3.93
C 1.30 -2.53 2.38
C -1.09 -5.49 -0.34
H -3.64 1.97 1.20
Cl -3.04 2.91 -2.72
H 5.23 0.26 2.80
H -1.01 0.86 0.39
C -3.95 2.11 2.20
```

The HOMO energy is -9.04 eV. As for the total charge: 0. Its gap between HOMO and LUMO is 9.331 eV.

Mulliken atomic charge list, values in e, 5 entries: atom 1 (H): 0.5103, atom 2 (S): 0.4856, atom 3 (H): 0.3076, atom 4 (H): 0.3944, atom 5 (H): 0.2580

***

(4)
C4H6O2 | ωB97M-V with the def2-TZVPD basis set

Structure (XYZ):
```
12
C4H6O2 (ωB97M-V with the def2-TZVPD basis set)
C -1.48 0.37 0.26
C 1.74 -0.19 0.17
H 0.53 -2.05 0.52
C 0.49 -0.97 0.34
O -1.02 1.67 0.04
H -2.40 0.47 0.83
H -1.70 -0.14 -0.70
H 0.91 -0.22 -1.97
H 2.61 0.23 0.65
O -0.62 -0.42 1.02
C 1.04 -0.38 -0.91
H -0.10 1.62 -0.26
```

The HOMO energy is -10.00 eV. The energy above the lowest of the compared OMol25 structures with the same formula, charge and spin is 79.69 kcal per mole. As for the total charge: 0. Its gap between HOMO and LUMO is 11.051 eV.

Mulliken atomic charge list, values in e, 5 entries: atom 1 (C): -0.1457, atom 2 (C): 0.0115, atom 3 (H): 0.3990, atom 4 (C): -0.2152, atom 5 (O): -0.5222

***

(5)
C3H4N4O | ωB97M-V with the def2-TZVPD basis set

Structure (XYZ):
```
12
C3H4N4O (ωB97M-V with the def2-TZVPD basis set)
H 1.15 -1.88 0.46
C -2.31 -0.05 -0.05
H -3.25 -0.37 -0.51
O 3.31 -0.46 -0.10
H -0.36 1.86 -0.09
H -2.33 0.75 0.69
C 2.14 -0.11 -0.10
N 1.06 -1.01 -0.04
N -1.28 -0.71 -0.34
N 1.61 1.18 -0.18
C 0.34 1.04 0.01
N -0.07 -0.25 0.24
```

The HOMO energy is -9.37 eV. The energy above the lowest of the compared OMol25 structures with the same formula, charge and spin is 55.34 kcal per mole. As for the total charge: 0. Its gap between HOMO and LUMO is 9.601 eV.

Mulliken atomic charge list, values in e, 5 entries: atom 1 (H): 0.2861, atom 2 (C): -0.3024, atom 3 (H): 0.2795, atom 4 (O): -0.5655, atom 5 (H): 0.3339

***

(6)
C6H15N | ωB97M-V with the def2-TZVPD basis set

Structure (XYZ):
```
22
C6H15N (ωB97M-V with the def2-TZVPD basis set)
H 3.06 -0.74 0.41
C -0.56 -0.99 0.21
H 0.06 -1.78 -0.27
H -1.71 0.65 -1.92
C 2.90 -0.21 -0.47
C -2.97 -0.12 0.52
C -0.97 0.16 -1.21
H 1.46 0.29 1.77
H -2.42 -1.57 -1.01
C 1.71 1.17 1.04
H -0.53 1.20 -0.61
H -0.29 -0.67 1.22
H -3.67 -0.92 0.78
H -3.55 0.60 -0.09
H 2.65 1.71 1.34
N 1.75 0.64 -0.30
H -0.08 -0.17 -1.79
H 0.90 1.86 1.28
H 3.85 0.30 -0.70
C -1.88 -0.76 -0.37
H 2.76 -0.97 -1.17
H -2.45 0.30 1.34
```

The HOMO energy is -6.05 eV. The energy above the lowest of the compared OMol25 structures with the same formula, charge and spin is 177.79 kcal per mole. As for the total charge: 0. Its gap between HOMO and LUMO is 5.421 eV.

Mulliken atomic charge list, values in e, 5 entries: atom 1 (H): 0.4091, atom 2 (C): -0.8471, atom 3 (H): 0.2597, atom 4 (H): 0.4061, atom 5 (C): -1.1338

***

(7)
C48H39F5I2MoN2O5Si | ωB97M-V with the def2-TZVPD basis set

Structure (XYZ):
```
103
C48H39F5I2MoN2O5Si (ωB97M-V with the def2-TZVPD basis set)
C -0.52 3.73 -0.53
H 2.48 2.26 -1.55
N 0.54 3.07 -0.04
C -1.71 2.97 -0.57
C -3.61 -0.58 0.74
H 5.05 2.14 -1.51
H 1.57 0.87 -3.13
F 0.24 2.47 5.69
C -0.64 -0.58 -7.35
C -1.49 -0.92 2.12
C -2.94 -1.32 1.67
C 2.08 -0.44 4.78
O -0.32 -2.97 1.65
H -6.68 -2.06 0.93
H 2.32 -5.67 -2.16
H -0.49 1.12 -2.51
C -2.82 3.60 -1.11
H -0.89 -2.70 -7.39
I -4.63 2.66 -1.34
H 4.63 -0.62 -2.55
H -0.51 -2.96 3.81
C 1.48 0.52 5.58
H 0.20 1.32 -4.70
H 2.66 -1.75 -1.05
H 3.29 1.75 -0.10
C 3.08 1.49 -1.10
C -0.63 -1.87 -6.78
H -3.05 0.12 0.14
C -4.93 -2.61 2.07
N 2.14 0.28 -1.13
H -1.48 -5.10 -0.32
H -0.81 -0.43 -8.40
C -2.02 0.07 4.29
H -0.27 1.48 -7.08
H -1.68 -2.87 -1.30
C 1.51 0.84 2.75
Si 0.39 -1.07 -2.84
H -1.73 -0.10 -1.98
C -3.60 -2.32 2.37
C -1.69 5.72 -1.29
O -1.17 0.42 1.77
H 4.20 1.61 -2.98
O 0.05 -1.18 0.36
O -1.77 1.75 -0.09
H -3.15 -2.92 3.09
C -2.11 0.10 5.67
H 4.63 0.06 0.46
H -5.47 -3.42 2.56
O 1.60 0.94 1.41
C 2.88 -0.85 -0.48
F 0.15 2.75 3.07
H -1.56 -1.00 7.48
C 1.46 -5.01 -1.94
H 0.70 6.78 -0.76
F 2.59 -1.49 5.35
H 2.42 -1.01 0.51
C 0.34 -2.81 -2.15
C 4.96 -0.04 -1.69
C -1.41 -0.99 3.61
C -0.51 5.09 -0.80
C 1.43 -3.70 -2.41
C 0.64 5.78 -0.50
C -0.94 -2.08 4.32
I -1.74 7.74 -1.93
H 2.90 -0.39 -2.99
C -2.83 4.99 -1.45
C 0.44 -5.49 -1.09
H 0.47 -6.43 -0.61
C -1.02 -2.08 5.74
C 0.90 1.58 4.95
H -1.99 0.94 1.55
C 1.96 -0.31 3.40
H -5.51 -0.21 -0.22
C 4.38 1.38 -1.90
H 6.02 -0.11 -1.68
C -4.97 -0.82 0.46
H 2.24 -3.38 -3.03
H 2.43 3.29 0.90
F 2.48 -1.34 2.67
C -1.59 -0.98 6.40
H -2.48 0.89 3.77
C -0.48 -1.79 1.40
C 1.96 -0.02 -2.56
C 1.67 5.11 0.12
C -5.63 -1.83 1.12
C 1.60 3.75 0.37
C 0.03 -0.83 -4.68
H -3.76 5.42 -1.73
F 1.42 0.43 6.89
C -0.72 -3.35 -1.42
H -0.31 -2.96 -4.97
H 4.78 -1.60 -0.14
H -2.62 0.88 6.18
H -0.56 -2.88 6.27
C -0.28 -1.97 -5.45
C -0.31 0.53 -6.59
H 2.54 5.68 0.44
C -0.67 -4.66 -0.89
C 4.38 -0.61 -0.40
C 0.04 0.41 -5.25
C 0.86 1.75 3.56
Mo 0.11 0.75 0.05
C -0.64 0.20 -1.92
```

The HOMO energy (spin up / spin down) is -7.92 / -8.18 eV. The energy above the lowest of the compared OMol25 structures with the same formula, charge and spin is 21.95 kcal per mole. As for the total charge: 0. As for the spin multiplicity: 3. Its gap between HOMO and LUMO (spin up / spin down) is 7.295 / 7.290 eV.

Mulliken atomic charge list, values in e, 5 entries: atom 1 (C): -0.1544, atom 2 (H): 0.3425, atom 3 (N): 1.1098, atom 4 (C): -0.7804, atom 5 (C): 1.1458

***

(8)
C14H21N5SSn | ωB97M-V with the def2-TZVPD basis set

Structure (XYZ):
```
42
C14H21N5SSn (ωB97M-V with the def2-TZVPD basis set)
H -3.17 1.64 -0.03
C 7.07 4.64 2.00
C 4.63 2.34 1.82
H -3.32 -0.06 3.75
H -3.47 -0.96 0.15
C -2.68 0.38 2.98
C -3.55 1.01 1.92
H 5.09 2.74 2.71
N 2.64 1.42 0.80
C 9.73 4.09 2.64
C 4.69 1.46 -0.44
C 5.35 2.08 0.64
C -2.71 -1.72 0.33
H 5.21 1.20 -1.36
C 3.29 1.99 1.84
H -4.18 1.77 2.37
H 2.82 0.70 -1.13
H 10.77 3.96 2.93
H -4.21 0.28 1.47
C 9.04 3.22 1.79
H -3.32 -2.08 2.36
H 7.41 6.40 3.28
H 9.57 2.37 1.38
N -2.67 1.61 0.86
C -2.40 -1.85 1.82
Sn -0.54 0.53 0.72
H -1.69 -1.12 -1.37
H -0.82 -2.09 -0.42
C 7.80 5.48 2.84
S 7.01 2.37 0.32
H 6.06 4.93 1.73
N 9.04 5.13 3.02
H -1.09 -0.91 3.09
C 3.34 1.17 -0.31
H -3.10 -2.66 -0.05
C 7.71 3.52 1.48
H -1.72 -2.69 1.97
N -1.76 -0.63 2.38
H -2.52 2.59 1.09
H -2.08 1.14 3.48
H 2.71 2.17 2.74
N -1.47 -1.30 -0.39
```

The HOMO energy (spin up / spin down) is -20.87 / -20.91 eV. As for the total charge: +4. Its gap between HOMO and LUMO (spin up / spin down) is 5.340 / 6.129 eV.

Mulliken atomic charge list, values in e, 5 entries: atom 1 (H): 0.3094, atom 2 (C): -0.1811, atom 3 (C): -0.4159, atom 4 (H): 0.4453, atom 5 (H): 0.2564

***

| no. | E_tot (hartree) |
| --- | --- |
| 1 | -383.60630 |
| 2 | -669.74204 |
| 3 | -6236.26647 |
| 4 | -306.37930 |
| 5 | -410.91510 |
| 6 | -292.08571 |
| 7 | -3790.65639 |
| 8 | -1430.76196 |